Model P:
Computed, not measured: a molecular structure, C13H27BNO6Tl, with ωB97M-V/def2-TZVPD.

**HOMO**: -6.49 eV
**Gap between HOMO and LUMO**: 6.9105 eV
**LUMO level**: 0.42 eV

Geometry (Å):
Tl 0.89 -0.81 -1.35
C 0.88 2.92 -1.96
C 1.81 2.31 -0.91
O 0.91 1.89 0.15
C 1.49 1.74 1.46
C 0.51 0.99 2.34
O 0.36 -0.35 1.91
C 0.58 -1.35 2.89
C 1.01 -2.63 2.19
O 0.13 -2.99 1.13
C -1.14 -3.45 1.53
C -2.13 -3.22 0.41
O -2.35 -1.83 0.29
C -3.32 -1.50 -0.68
C -3.34 0.01 -0.84
O -2.29 0.41 -1.70
C -2.10 1.82 -1.71
C -1.20 2.19 -2.88
O 0.18 1.91 -2.67
H 1.48 3.50 -2.66
H 0.18 3.59 -1.45
H 2.43 3.12 -0.50
H 2.84 1.58 -2.47
H 1.66 2.74 1.89
H 2.43 1.19 1.36
H -0.47 1.48 2.29
H 0.88 1.04 3.37
H -0.34 -1.51 3.47
H 1.38 -1.06 3.58
H 1.09 -3.44 2.92
H 1.97 -2.46 1.71
H -1.50 -2.90 2.41
H -1.09 -4.52 1.77
H -3.07 -3.73 0.65
H -1.73 -3.63 -0.53
H -4.31 -1.84 -0.36
H -3.08 -1.96 -1.65
H -3.23 0.46 0.15
H -4.30 0.32 -1.27
H -1.64 2.15 -0.77
H -3.06 2.32 -1.83
H -1.34 3.25 -3.11
H -1.49 1.60 -3.75
B 4.11 -0.60 -0.67
C 3.81 0.79 -0.83
N 2.60 1.26 -1.54
H 5.08 -0.99 -0.09
H 4.46 1.63 -0.55
H 3.34 -1.44 -1.12

Results of the Mulliken charge analysis, in e, for atoms 1 through 4: number 1, Tl, carries 0.650; number 2, C, carries -1.128; number 3, C, carries -0.156; number 4, O, carries -0.077



Model Q:
Computed, not measured: a molecular structure, C13H27BNO6Tl, with ωB97M-V/def2-TZVPD.

**HOMO**: -8.76 eV
**Gap between HOMO and LUMO**: 9.1220 eV
**LUMO level**: 0.37 eV

Geometry (Å):
Tl -0.33 0.38 -0.55
C -0.66 3.45 1.48
C -1.77 2.72 2.19
O -2.21 1.66 1.38
C -3.15 0.80 2.01
C -3.32 -0.43 1.16
O -2.13 -1.19 1.25
C -2.07 -2.28 0.34
C -0.78 -3.02 0.57
O 0.33 -2.13 0.46
C 1.42 -2.61 -0.31
C 2.64 -1.78 0.05
O 2.45 -0.39 -0.19
C 2.94 0.09 -1.44
C 3.08 1.59 -1.32
O 1.80 2.17 -1.20
C 1.77 3.42 -0.52
C 1.67 3.24 0.99
O 0.48 2.61 1.41
H -0.41 4.36 2.04
H -1.00 3.75 0.48
H -2.59 3.42 2.38
H -1.40 2.34 3.15
H -4.11 1.31 2.14
H -2.77 0.50 2.99
H -3.51 -0.14 0.11
H -4.17 -1.02 1.51
H -2.12 -1.92 -0.70
H -2.92 -2.96 0.49
H -0.71 -3.83 -0.17
H -0.77 -3.44 1.58
H 1.20 -2.54 -1.38
H 1.63 -3.65 -0.07
H 3.50 -2.15 -0.51
H 2.83 -1.87 1.12
H 2.25 -0.17 -2.26
H 3.92 -0.34 -1.65
H 3.59 1.99 -2.21
H 3.69 1.80 -0.44
H 0.91 3.96 -0.90
H 2.67 4.01 -0.76
H 1.78 4.21 1.48
H 2.48 2.59 1.33
B -1.19 -3.60 -2.92
C -0.70 -2.10 -2.95
N -0.34 -1.00 -2.92
H -1.34 -3.98 -4.06
H -0.34 -4.23 -2.33
H -2.25 -3.62 -2.31

Results of the Mulliken charge analysis, in e, for atoms 1 through 4: number 1, Tl, carries 0.956; number 2, C, carries -0.439; number 3, C, carries -0.758; number 4, O, carries -0.087



Which of them is the most stable? Correct choice: model Q.